C34H30BrCrN6O5S2 | ωB97M-V/def2-TZVPD

Geometry as XYZ:
```
79
C34H30BrCrN6O5S2 | the Open Molecules 2025 dataset | ωB97M-V/def2-TZVPD
Cr 0.30 0.19 0.16
N -0.04 -6.39 5.03
C 0.21 -5.10 4.62
C -0.79 -4.34 4.00
C -0.56 -3.03 3.64
C 0.68 -2.45 3.89
C 1.68 -3.19 4.50
C 1.45 -4.50 4.87
S 0.95 -0.78 3.42
O 2.19 -0.34 4.00
O -0.26 -0.05 3.69
N 1.07 -0.82 1.79
C 2.05 -1.47 1.13
N 1.94 -1.20 -0.19
C 2.73 -1.84 -1.04
C 3.68 -2.74 -0.58
C 3.76 -2.90 0.80
N 2.97 -2.28 1.67
H -0.80 -6.87 4.58
H 0.76 -6.98 5.19
H -1.76 -4.79 3.81
H -1.34 -2.45 3.17
H 2.64 -2.72 4.68
H 2.23 -5.07 5.36
H 2.56 -1.62 -2.09
H 4.32 -3.28 -1.25
H 4.50 -3.56 1.23
S -3.36 1.41 2.49
C -3.75 -0.11 1.74
C -4.92 -0.86 1.84
C -4.98 -2.06 1.17
C -3.91 -2.51 0.39
C -2.75 -1.76 0.28
C -2.67 -0.55 0.97
N -1.60 0.32 0.98
C -1.81 1.36 1.74
C -0.72 2.31 1.91
C -0.80 3.45 2.71
C 0.34 4.22 2.88
C 1.53 3.83 2.27
C 1.58 2.69 1.47
C 0.46 1.91 1.28
H -5.75 -0.51 2.44
H -5.88 -2.66 1.23
H -3.98 -3.45 -0.13
H -1.92 -2.10 -0.32
H -1.73 3.72 3.19
H 0.31 5.10 3.49
H 2.42 4.42 2.42
H 2.52 2.42 1.00
C 2.89 2.33 -4.39
N 2.73 1.96 -3.00
C 3.85 1.44 -2.24
C 1.53 1.98 -2.39
C 0.36 2.52 -3.17
O 1.40 1.60 -1.23
H 3.93 2.22 -4.67
H 2.60 3.36 -4.58
H 2.30 1.68 -5.05
H 4.70 1.31 -2.91
H 3.60 0.48 -1.81
H 4.13 2.11 -1.43
H 0.57 3.49 -3.60
H -0.49 2.59 -2.49
H 0.11 1.83 -3.98
Br -5.01 -1.21 -6.71
C -3.60 -1.00 -5.47
C -2.29 -1.21 -5.88
C -1.27 -1.05 -4.97
C -1.53 -0.68 -3.66
C -2.85 -0.47 -3.26
C -3.89 -0.63 -4.17
C -0.38 -0.53 -2.69
O 0.77 -0.72 -3.07
O -0.73 -0.14 -1.51
H -2.09 -1.50 -6.91
H -0.24 -1.23 -5.26
H -3.05 -0.18 -2.24
H -4.91 -0.47 -3.86
```

Highest occupied orbital energy (spin up / spin down) in eV: -8.01 / -8.05
Net charge: 0
Strongest force on any atom in eV Å⁻¹: 0.5
Frontier orbital gap (spin up / spin down) in eV: 8.200 / 8.088
E_tot in Eh: -6433.3759
Spin multiplicity: 4
⟨S²⟩: 3.8235
E_LUMO (spin up / spin down) in eV: 0.19 / 0.04

These are the Mulliken partial charges, in e, on atoms 1 to 6: -0.722 -0.556 1.105 -0.875 -0.326 -0.572


C34H30Cl3F3KN5O2S3Si | ωB97M-V/def2-TZVPD

Geometry as XYZ:
```
82
C34H30Cl3F3KN5O2S3Si | the Open Molecules 2025 dataset | ωB97M-V/def2-TZVPD
K 0.91 1.89 -0.15
Cl -0.46 9.88 -1.33
C -0.53 8.13 -1.19
C 0.30 7.47 -0.30
C 0.24 6.10 -0.20
Cl 1.27 5.28 0.93
C -0.65 5.28 -0.97
O -0.69 4.02 -0.87
C -1.47 6.04 -1.85
Cl -2.62 5.16 -2.82
C -1.43 7.41 -1.97
H 1.00 8.02 0.31
H -2.09 7.92 -2.66
N 4.20 1.28 2.45
C 3.02 0.99 3.05
N 1.86 1.39 2.65
C 0.86 1.00 3.52
C 1.27 0.28 4.60
S 2.98 0.08 4.55
C -0.53 1.34 3.19
C -1.63 0.82 3.80
S -3.05 1.43 3.05
C -2.05 2.35 1.95
N -0.77 2.20 2.15
N -2.59 3.16 1.01
H 4.16 1.62 1.48
H 4.98 0.67 2.62
H 0.67 -0.12 5.40
H -1.67 0.06 4.56
H -3.48 2.88 0.64
H -1.92 3.50 0.29
F 7.20 -1.96 -1.50
C 6.56 -0.77 -1.30
F 6.77 -0.07 -2.43
F 7.27 -0.16 -0.32
C 5.12 -0.97 -0.96
C 4.62 -2.26 -0.91
C 3.30 -2.49 -0.56
C 2.53 -1.38 -0.27
N 2.98 -0.13 -0.32
C 4.26 0.13 -0.68
S 4.74 1.78 -0.75
H 5.28 -3.10 -1.14
H 2.88 -3.48 -0.53
H 1.48 -1.47 0.00
C -3.00 -0.34 -2.56
C -3.19 -1.15 -1.28
C -3.88 -0.27 -0.24
C -4.06 -2.37 -1.58
Si -1.42 -1.54 -0.63
O -0.55 -0.25 -0.45
C -0.64 -2.74 -1.89
C 0.30 -2.21 -2.78
C 0.94 -3.00 -3.73
C 0.66 -4.35 -3.81
C -0.26 -4.91 -2.93
C -0.90 -4.11 -1.99
C -1.54 -2.53 1.01
C -0.71 -2.08 2.04
C -0.67 -2.71 3.27
C -1.46 -3.82 3.51
C -2.30 -4.29 2.51
C -2.33 -3.65 1.27
H -3.97 0.01 -2.94
H -2.52 -0.94 -3.34
H -2.37 0.53 -2.38
H -4.86 0.07 -0.61
H -3.27 0.60 -0.02
H -4.04 -0.81 0.70
H -5.00 -2.05 -2.07
H -4.34 -2.91 -0.68
H -3.56 -3.06 -2.26
H 0.54 -1.15 -2.70
H 1.67 -2.55 -4.39
H 1.16 -4.97 -4.54
H -0.48 -5.97 -2.98
H -1.60 -4.58 -1.30
H -0.10 -1.20 1.86
H 0.00 -2.33 4.04
H -1.43 -4.32 4.47
H -2.92 -5.16 2.69
H -2.99 -4.05 0.51
```

Highest occupied orbital energy in eV: -2.49
Net charge: -2
Strongest force on any atom in eV Å⁻¹: 0.1
Frontier orbital gap in eV: 6.288
E_tot in Eh: -5502.3927
E_LUMO in eV: 3.80

These are the Mulliken partial charges, in e, on atoms 1 to 6: 1.018 -0.287 0.572 -0.741 0.701 -0.212


C34H30NiO2SSb2 | ωB97M-V/def2-TZVPD

Geometry as XYZ:
```
70
C34H30NiO2SSb2 | the Open Molecules 2025 dataset | ωB97M-V/def2-TZVPD
Ni 2.19 -14.18 -12.27
C 3.66 -17.03 -14.77
C 2.29 -17.55 -14.72
C 1.69 -17.78 -13.34
Sb -0.45 -17.81 -13.06
C -0.58 -15.67 -12.74
C 0.00 -14.59 -13.49
C -0.09 -13.28 -13.06
C -0.70 -13.03 -11.84
C -1.33 -14.05 -11.13
C -1.29 -15.37 -11.59
C -1.10 -17.89 -15.09
C -1.12 -19.21 -15.57
C -1.61 -19.54 -16.85
C -2.13 -18.50 -17.64
C -2.12 -17.21 -17.16
C -1.62 -16.92 -15.90
Sb 3.74 -15.04 -14.06
C 3.14 -13.91 -15.91
C 3.25 -12.50 -15.67
C 2.84 -11.59 -16.64
C 2.42 -12.09 -17.89
C 2.32 -13.46 -18.13
C 2.68 -14.37 -17.11
C 5.69 -14.59 -13.93
C 6.69 -15.59 -14.28
C 8.02 -15.30 -14.26
C 8.47 -14.03 -13.85
C 7.54 -13.04 -13.47
C 6.17 -13.36 -13.45
H 4.06 -17.10 -15.80
H 4.31 -17.60 -14.06
H 2.21 -18.48 -15.25
H 1.58 -16.98 -15.43
H 1.96 -17.14 -12.51
H 2.06 -18.76 -12.98
H 0.33 -14.86 -14.46
H 0.31 -12.47 -13.71
H -0.70 -12.05 -11.46
H -1.67 -13.80 -10.13
H -1.79 -16.06 -10.97
H -0.56 -19.99 -15.08
H -1.52 -20.53 -17.25
H -2.52 -18.63 -18.62
H -2.33 -16.39 -17.81
H -1.67 -15.93 -15.49
H 3.68 -12.15 -14.73
H 2.97 -10.46 -16.60
H 2.33 -11.35 -18.70
H 2.07 -13.71 -19.12
H 2.79 -15.40 -17.39
H 6.33 -16.56 -14.53
H 8.72 -16.02 -14.61
H 9.52 -13.94 -13.91
H 7.98 -12.10 -13.16
H 5.41 -12.65 -13.19
O 3.91 -10.57 -12.01
C 3.27 -11.55 -11.71
O 2.69 -12.38 -12.50
C 2.93 -11.69 -10.23
C 2.71 -10.57 -9.51
C 2.40 -10.59 -8.15
C 2.50 -11.78 -7.44
C 2.53 -12.95 -8.17
C 2.74 -12.92 -9.56
S 2.78 -14.54 -10.26
H 2.71 -9.59 -10.05
H 2.17 -9.66 -7.67
H 2.19 -11.83 -6.40
H 2.38 -13.89 -7.69
```

Highest occupied orbital energy (spin up / spin down) in eV: -7.55 / -7.47
Net charge: 0
Strongest force on any atom in eV Å⁻¹: 4.1
Frontier orbital gap (spin up / spin down) in eV: 7.777 / 6.775
E_tot in Eh: -3850.9775
Spin multiplicity: 3
⟨S²⟩: 2.0105
E_LUMO (spin up / spin down) in eV: 0.23 / -0.70

These are the natural (NBO) partial charges, in e, on atoms 1 to 6: 1.127 -0.754 -0.456 -0.763 1.105 -0.264